{
  "formula": "C15H13N5O2",
  "method": "ωB97M-V/def2-TZVPD",
  "lumo_ev": -0.62,
  "relative_energy_kj_mol": 180.5,
  "total_energy_ev": -27308.261,
  "homo_lumo_gap_ev": 7.40,
  "homo_ev": -8.02,
  "fmax_ev_per_a": 1.515,
  "species": ["C", "C", "N", "N", "C", "N", "C", "C", "C", "C", "C", "C", "N", "C", "C", "C", "C", "N", "O", "O", "C", "C", "H", "H", "H", "H", "H", "H", "H", "H", "H", "H", "H", "H", "H"],
  "coordinates": [[0.447, -1.337, -0.498], [1.123, -0.021, -0.278], [0.601, 1.147, -0.227], [-0.682, 1.512, -0.350], [-1.888, 0.899, -0.152], [-2.136, -0.279, 0.348], [-3.505, -0.394, 0.375], [-4.305, -1.444, 0.804], [-5.674, -1.278, 0.722], [-6.243, -0.105, 0.229], [-5.462, 0.952, -0.204], [-4.092, 0.790, -0.125], [-3.031, 1.606, -0.452], [2.585, -0.009, -0.137], [3.376, -1.034, -0.666], [4.747, -1.007, -0.531], [5.349, 0.051, 0.143], [6.776, 0.077, 0.290], [7.413, -0.840, -0.191], [7.267, 1.015, 0.886], [4.582, 1.085, 0.671], [3.214, 1.050, 0.529], [0.366, -1.533, -1.568], [-0.561, -1.315, -0.085], [1.011, -2.142, -0.035], [-0.741, 2.519, -0.453], [-3.864, -2.350, 1.186], [-6.325, -2.075, 1.049], [-7.318, -0.019, 0.183], [-5.903, 1.860, -0.586], [-3.089, 2.527, -0.852], [2.919, -1.848, -1.206], [5.367, -1.790, -0.939], [5.076, 1.894, 1.188], [2.600, 1.838, 0.933]],
  "lowdin_charge": [-0.028, -0.266, 0.083, 0.055, -0.339, 0.144, -0.224, -0.018, -0.102, -0.103, -0.031, -0.199, 0.162, -0.158, -0.014, 0.013, -0.156, -0.364, 0.077, 0.078, 0.015, -0.009, 0.096, 0.037, 0.080, 0.147, 0.109, 0.098, 0.098, 0.106, 0.158, 0.110, 0.120, 0.119, 0.108]
}